[1]
Here is 5 unconnected molecules or ions with the total composition C33H62NO15P from OMol25. Energies are from ωB97M-V with the def2-TZVPD basis set.

```
112
Properties=species:S:1:pos:R:3:lowdin_charge:R:1
H 0.1905 2.8898 2.6458 0.11
H -7.8313 -6.2841 1.8411 0.10
H -0.1293 4.5904 4.5354 0.09
H -2.8044 -1.2063 -6.9789 0.09
O -4.0868 2.4083 -6.8705 0.00
H 0.4342 2.3575 0.3004 0.07
H -1.6159 -4.0279 -5.9020 0.10
H -2.7557 -5.5317 2.0964 0.10
H -2.6941 -7.5720 -1.8031 0.09
C 0.7970 -0.3647 1.3956 -0.12
H -0.9648 -7.9735 -1.9990 0.10
C 2.1735 -0.3052 3.4028 0.03
H 3.5618 -2.8973 4.4011 0.08
H 5.5921 3.9572 2.3762 0.11
O -3.5228 -3.7267 -6.5473 -0.01
H -1.4142 5.6073 0.3065 0.04
H -4.3634 4.2510 -6.0816 0.09
H 1.0455 -3.4400 2.8637 0.11
H 2.7972 0.2691 4.0751 0.12
H 2.0648 -3.0562 5.2972 0.08
H 11.1680 4.7732 3.6606 0.10
C 1.9329 3.7287 3.5551 -0.28
C -3.9842 1.1046 -6.6015 -0.63
H 0.7341 0.4966 -1.9390 0.08
C 3.3407 3.6630 3.0319 -0.16
H 0.4813 6.2283 4.3885 0.07
H -0.9467 1.8886 -0.6506 0.08
C -6.9351 -3.7089 -7.2095 -0.03
C -1.3267 -5.3937 -2.3556 -0.60
H -2.7297 4.3503 3.9010 0.03
C -2.5492 4.6280 2.8659 -0.32
C -5.3500 -5.4390 1.6945 -0.63
C 7.7486 4.4082 3.4860 -0.23
O -4.0559 0.6081 -5.5063 0.12
P -1.2090 5.8795 2.7171 0.87
H 3.8247 2.7243 3.3006 0.14
H 5.2414 5.6548 2.1468 0.13
H -0.7221 -2.3140 -3.0567 0.10
H 7.7571 4.2544 2.4043 0.11
O -5.2323 -6.4736 2.2983 0.12
H 1.1101 -1.0713 -1.2763 0.06
H -2.3493 3.7289 2.2770 0.02
O -1.1995 -5.4603 -1.1596 0.11
H -4.5620 -1.3926 -7.1795 0.07
C -2.6026 -4.4353 -5.7039 -0.02
C 2.7002 -2.3437 4.7781 -0.05
H -7.0988 -4.7430 -7.5058 0.10
H -7.3442 -3.5322 -6.2168 0.10
C 0.2046 5.3431 3.8167 -0.38
C -1.8693 -7.6475 -2.5087 -0.02
N 10.1800 3.0228 3.0673 -0.01
O -6.4750 -4.7306 1.5771 0.00
H 1.9335 3.7878 4.6456 0.15
C 1.0916 -0.0064 -1.0424 -0.05
H -5.2305 2.9609 -5.2244 0.10
H 2.1132 0.2859 -0.8132 0.09
C -4.2997 3.2284 -5.7212 -0.04
O -5.5421 -3.3882 -7.2456 -0.03
C 9.0455 5.1237 3.8566 -0.21
C -3.6637 -0.9655 -7.5998 -0.03
O 1.8093 1.6947 2.1628 -0.08
O -3.7892 0.4577 -7.7441 0.01
H -3.1680 -6.4427 0.6176 0.09
H -3.4691 5.0572 2.4790 0.02
C 2.0152 -1.6735 3.6240 -0.27
C 10.2490 4.5040 3.1360 -0.28
C -7.5989 -5.3017 2.2478 -0.04
H 6.1799 4.9516 4.8997 0.12
C 5.3442 4.8783 2.9093 -0.22
C 0.1456 0.2007 0.1467 -0.36
H 0.0366 -2.3211 0.9426 0.11
C 1.1088 2.5028 3.0919 -0.12
O 1.3328 4.9217 3.0679 -0.18
H 6.7270 6.2449 3.7802 0.10
C -3.1102 -5.4554 1.0689 -0.03
H 0.1283 -3.2723 -1.8304 0.09
H 10.8091 2.6294 3.7555 0.06
H 8.9807 6.1598 3.5283 0.11
H -7.4125 -5.3745 3.3176 0.10
C 0.6288 -1.7389 1.6367 -0.02
H 9.2024 5.0393 4.9309 0.11
H 3.2956 3.7719 1.9463 0.14
H -3.5065 -1.3718 -8.5946 0.10
H 10.5526 2.7210 2.1770 0.06
O 4.1009 4.7289 3.5827 -0.13
H -0.0276 6.6026 0.7577 0.03
O -5.1914 -4.9809 -5.6829 0.13
H 3.0940 -1.6249 5.4910 0.07
C -4.7891 -4.1181 -6.4165 -0.61
H -2.6060 -5.4970 -5.9421 0.10
H -2.8515 -4.2814 -4.6637 0.08
H 0.0451 4.8197 0.9059 0.02
H -2.4311 -4.8415 0.5020 0.06
H 10.3484 4.8943 2.1248 0.10
H -1.6072 -2.8846 -1.6333 0.10
C -0.8203 -3.1290 -2.3451 -0.03
H -3.4666 3.1408 -5.0261 0.10
H -1.0193 1.7646 1.0959 0.07
C 6.4820 5.1881 3.8857 -0.16
O -1.1672 -4.2964 -3.0955 -0.02
C 1.5762 0.3361 2.3125 -0.21
O -1.6532 -6.3948 -3.1661 0.01
H 0.8108 1.9286 3.9704 0.13
H -8.4346 -4.6307 2.0713 0.09
C -0.5827 5.7043 1.0009 -0.30
C 1.2157 -2.3805 2.7229 -0.04
O -4.3886 -4.8057 1.0300 0.01
H -7.4192 -3.0479 -7.9227 0.09
H -0.7245 -0.4316 -0.0385 0.12
H -2.1249 -8.3607 -3.2862 0.10
C -0.3677 1.6269 0.2344 -0.07
H 7.7047 3.4163 3.9258 0.11
```

## Properties
**Frontier orbital gap**: 8.332 eV
**Highest occupied orbital energy**: -7.873 eV
**SMILES**: Cc1ccc(C(C)C)c(OC[C@@H](COCCCCCN)OCP(C)C)c1.COC(=O)OC.COC(=O)OC.COC(=O)OC.COC(=O)OC
**LUMO level**: 0.46 eV


[2]
Here is a molecular structure, C33H63AlClO25 from OMol25. Energies are from ωB97M-V with the def2-TZVPD basis set.

```
123
Properties=species:S:1:pos:R:3:lowdin_charge:R:1
C 0.5673 2.6798 -6.6978 -0.60
H 0.4047 0.0235 3.3414 0.10
H -3.7415 -3.0826 -6.0522 0.10
H 3.9216 -5.0224 1.5127 0.10
H -1.6400 0.3177 -6.7612 0.09
O 5.6273 -4.5593 4.2354 0.00
C 2.6205 -2.0396 -1.3019 -0.76
O -5.8538 6.9346 3.5563 0.00
H 3.7218 -3.6576 -0.2285 0.06
H 6.0454 -6.2802 5.3305 0.10
O 6.8816 -1.8547 -5.7110 0.12
H -1.2134 1.7602 -0.2813 0.14
H -2.9613 -0.3825 7.2075 0.10
H 4.7362 -3.0914 -4.7212 0.10
H 4.7388 -1.3720 -4.1982 0.09
H -3.0788 4.1116 3.5823 0.08
Al 1.3968 -3.2657 1.1755 0.32
O -3.2577 5.0794 1.3803 0.04
C 1.2681 -1.9315 2.7206 -0.29
H 8.3643 -2.0392 5.2157 0.09
O -1.7824 -1.7848 -4.7985 0.12
H -4.8235 4.3982 -0.8482 0.09
H -0.0258 0.2377 -7.4836 0.11
C 6.8336 -3.9811 4.3129 -0.60
O -5.1214 -1.4392 0.4431 0.11
O 6.6674 -2.6537 4.1838 0.00
H -3.7532 -2.7840 -7.7978 0.09
H 6.2305 -6.4294 3.5489 0.10
O 0.0429 -2.3844 -6.0090 0.00
C 0.8688 -2.0236 -4.8952 -0.03
H -2.8233 0.5351 8.7157 0.09
H -3.8733 7.1052 3.0746 0.09
C -0.1881 2.4868 1.6508 -0.16
H -4.4511 -2.9585 -1.6452 0.09
H 0.9370 -2.5182 3.6520 0.05
C 0.3152 -0.6600 2.4212 -0.27
C -3.7028 4.2063 -0.8503 0.00
H -4.9246 8.2748 2.2614 0.10
C -0.6144 0.6775 -6.6756 -0.03
C 1.6126 4.7563 -6.7402 -0.05
H 1.8443 -0.3994 0.8292 0.06
O 0.4013 4.0081 -6.8172 0.00
O -2.9184 1.6891 7.0339 0.00
H 2.2896 4.4782 -7.5507 0.10
C 7.2094 -2.1928 -4.6004 -0.60
H 0.1045 -0.1451 0.1874 0.11
H -9.5895 7.8524 3.4553 0.10
H 10.4424 -2.1771 -4.6692 0.09
C -3.3366 -2.4518 -6.8464 -0.05
O -7.4229 7.3872 1.9790 0.12
H 2.3170 -1.5264 2.9237 0.05
C -3.4929 3.1658 3.9294 -0.04
O -0.6396 2.1006 -6.7869 0.01
H 0.6321 -2.6363 -4.0257 0.08
C -4.2511 -2.1661 0.8589 -0.60
O 3.4597 -6.8303 2.3484 -0.08
H 1.3593 5.8113 -6.8485 0.09
H -4.6108 -2.1251 4.0733 0.09
H -4.8105 -0.7330 2.9992 0.09
Cl 3.2638 -0.3303 -1.6732 0.52
O -1.9194 -2.5853 -6.9219 -0.01
H -0.2233 0.3754 -5.7040 0.08
C -3.1227 4.0841 0.6271 -0.41
C -3.4418 1.7894 5.8001 -0.60
C -7.1063 7.0562 3.0952 -0.60
H -4.3848 0.4827 7.8816 0.10
C -9.3283 6.8316 3.7426 -0.05
H 9.3861 -2.7144 -5.9853 0.10
H 4.6229 -6.3393 4.2789 0.07
H -4.5826 3.2464 3.9308 0.10
C 9.4667 -2.0341 -5.1347 -0.06
H 2.0929 4.6135 -5.7699 0.10
C -4.8992 -1.8191 3.0675 -0.05
H 1.5800 1.9913 0.2743 0.10
H 0.8946 -5.9462 1.2739 0.06
H -9.9135 6.5596 4.6215 0.09
H -3.3323 -1.5565 -1.5333 0.10
H -5.9304 -2.1348 2.8928 0.09
C -1.2164 2.6730 0.4205 -0.15
C 1.5580 -5.2255 1.8621 -0.22
H 0.1568 3.5438 1.9573 0.12
H -3.5104 3.2153 -1.3957 0.09
H 7.6232 -0.8509 4.1316 0.09
C 3.0717 -2.7648 0.0484 -0.21
H -0.8938 3.6275 -0.1353 0.14
C -3.4784 -2.6107 -1.2892 -0.05
H 0.0802 -3.2394 0.2440 -0.04
H -0.7378 -1.0738 2.2856 0.09
C 7.8778 -1.9048 4.2470 -0.05
O -4.1762 0.9901 5.2746 0.12
C 1.1091 1.6408 1.2666 -0.21
O -7.9497 6.7447 4.0942 0.00
H 3.7217 -2.0213 0.6433 0.06
H 4.4217 -2.6647 -3.0334 0.06
O -2.5384 2.8593 1.0158 -0.10
H 9.3890 -0.9952 -5.4626 0.10
H -3.1654 2.3768 3.2516 0.08
O 8.4717 -2.3292 -4.1583 0.00
H -3.6181 -1.4077 -6.6913 0.09
H 1.9061 -2.2090 -5.1748 0.10
O -3.0047 2.9312 5.2528 0.01
C -1.2706 -2.2072 -5.8056 -0.63
O 6.3814 -2.4981 -3.5919 0.01
C 3.0825 -5.7119 1.8933 -0.27
H 0.7594 -0.9637 -4.6610 0.08
O -3.3505 -2.8249 0.1148 -0.01
C 0.8144 0.0614 1.0630 -0.22
O -4.0134 -2.4554 2.1477 0.00
H 1.8970 1.7441 2.0927 0.12
C 5.6484 -5.9824 4.3568 -0.05
H -9.5660 6.1315 2.9388 0.10
H 1.1779 -5.2419 2.9437 0.06
C -3.3025 0.5098 7.7366 -0.05
O 1.8267 -2.5749 -2.0902 -0.06
O 7.8860 -4.5506 4.4709 0.11
O 1.6169 2.1097 -6.5387 0.13
H 8.5500 -2.1891 3.4346 0.10
H -3.1337 5.0304 -1.4133 0.10
C 4.9947 -2.3960 -3.9194 -0.06
H -4.9009 6.5549 1.7462 0.07
H -0.7344 2.0337 2.5565 0.11
H -2.7006 -3.1906 -1.7862 0.09
C -4.8420 7.2371 2.5935 -0.05
```

## Properties
**Net charge**: -1
**Frontier orbital gap**: 7.485 eV
**Highest occupied orbital energy**: -5.596 eV
**LUMO level**: 1.89 eV


> Look up the highest occupied orbital energy of the first one.

-7.873 eV


> The lowest frontier orbital gap belongs to which entry?

C33H63AlClO25